1.
# C6H11NO7S

The molecule C6H11NO7S in a non-equilibrium geometry (ωB97M-V/def2-TZVPD, OMol25).

Computed properties:
Maximum force   3.5 eV/A
HOMO level   -9.738 eV
M   241.22 g/mol
HOMO-LUMO gap   10.168 eV
SMILES   N/C(O)=C/S(=O)(=O)O[C@@H](C=O)[C@@H](O)CO

Each line ends with the Löwdin charge.
Geometry (Å):
N -4.46017 -0.73735 0.27687  0.15
C -3.29540 -0.03341 0.00483  -0.37
O -3.49876 1.31253 0.38445  0.05
C -2.18248 -0.56823 -0.55977  -0.11
S -0.73000 0.35340 -0.67638  0.72
O -1.05418 1.73699 -0.54214  -0.26
O 0.01837 -0.10370 -1.79760  -0.25
O 0.25664 0.14058 0.70238  -0.22
C 1.45578 -0.53779 0.84900  -0.28
C 1.20875 -2.01303 0.63270  -0.19
O 0.12453 -2.47251 0.38704  0.08
C 2.71651 0.01266 0.01497  -0.29
O 2.78675 -0.63338 -1.22199  -0.02
C 2.67019 1.59246 -0.13171  -0.19
O 2.03511 2.24137 0.93882  -0.02
H -4.68010 -1.55969 -0.34290  0.15
H -5.21297 -0.14802 0.20479  0.06
H -2.62182 1.77588 0.36797  0.09
H -1.98754 -1.54933 -0.75548  0.06
H 1.84165 -0.58714 1.94074  0.19
H 2.01912 -2.68915 0.81721  0.13
H 3.59172 -0.47740 0.64623  0.18
H 1.91483 -0.62168 -1.58550  0.04
H 2.16294 1.75001 -1.21026  0.16
H 3.71942 1.95652 -0.32216  0.13
H 1.20111 1.85943 0.97789  0.01

***

2.
# C8H12Br2N2O2

A cluster of 2 separate species, C8H12Br2N2O2 in total in a non-equilibrium geometry (ωB97M-V/def2-TZVPD, OMol25).

Computed properties:
Maximum force   3.4 eV/A
HOMO level (spin up / spin down)   -7.971 / -7.835 eV
M   328.00 g/mol
HOMO-LUMO gap (spin up / spin down)   7.417 / 7.338 eV

Each line ends with the Löwdin charge.
Geometry (Å):
C -0.70737 -1.64196 0.45509  -0.48
C 1.17114 -2.93104 0.15147  -0.59
C 0.09831 -1.53615 1.62492  -0.23
C -0.18842 -0.75119 2.83184  0.01
C 0.10027 0.51477 -2.46710  -0.12
C -0.75399 2.32964 -0.76790  -0.59
C 0.70331 0.28833 -0.06680  -0.50
C -0.26335 0.84526 -1.05227  -0.53
N -0.06948 -2.62065 -0.39873  0.19
N 1.18878 -2.28537 1.42856  0.12
O -1.78164 -1.09933 0.20714  0.00
O 2.04544 -3.64705 -0.26954  0.06
Br -1.14151 2.57990 1.05772  0.73
Br 2.50708 -0.32599 -0.49427  0.79
H -1.07448 -0.14764 2.76686  0.08
H 0.64958 -0.20665 3.09364  0.07
H -0.20117 -1.40539 3.64667  0.08
H 1.03505 1.03592 -2.74064  0.08
H -0.64954 1.03889 -3.08472  0.09
H -0.00070 -0.51770 -2.67876  0.06
H 0.02297 2.98904 -1.02922  0.04
H -1.74579 2.67034 -1.32605  0.11
H 0.63668 0.85153 0.84979  -0.02
H -1.28914 0.18289 -0.94689  0.16
H -0.24088 -2.46619 -1.44733  0.19
H 1.86309 -2.68524 2.11719  0.20

***

3.
# C3H4Cl2S

A cluster of 2 separate species, C3H4Cl2S in total in a non-equilibrium geometry (ωB97M-V/def2-TZVPD, OMol25).

Computed properties:
Maximum force   2.5 eV/A
HOMO level (spin up / spin down)   -8.127 / -8.127 eV
M   143.04 g/mol
HOMO-LUMO gap (spin up / spin down)   5.320 / 5.321 eV

Each line ends with the Löwdin charge.
Geometry (Å):
C 1.33439 0.76797 0.76698  0.04
C 0.34162 0.52789 0.02007  -0.23
C -0.77918 0.58958 -0.75057  -0.50
S -0.62761 -2.42706 -0.30849  -0.05
Cl -0.57200 2.43172 -1.39554  0.48
Cl -0.85240 -3.94912 1.05534  -0.12
H 1.91115 -0.13236 1.13785  0.12
H 1.63878 1.75003 1.18404  0.11
H -0.82029 -0.01202 -1.64377  0.06
H -1.57446 0.45338 -0.06592  0.08

***

4.
# CH4OS

A cluster of 2 separate species, CH4OS in total (ωB97M-V/def2-TZVPD, OMol25).

Computed properties:
Maximum force   0.7 eV/A
HOMO level   -9.990 eV
M   64.11 g/mol
HOMO-LUMO gap   10.647 eV
SMILES   C=O.S

Each line ends with the Löwdin charge.
Geometry (Å):
C -0.41686 -0.86658 -1.64620  -0.16
O -0.72637 -0.17971 -2.57277  0.00
H 0.63769 -1.01656 -1.34444  0.08
H -1.13866 -1.39712 -0.99418  0.08
S 1.12108 1.36386 2.07681  0.48
H 0.61218 0.18217 2.35221  -0.25
H -0.08906 1.91395 2.12858  -0.23

***

5.
# C29H48N7O4RbS

A structure of composition C29H48N7O4RbS in a non-equilibrium geometry (ωB97M-V/def2-TZVPD, OMol25).

Computed properties:
Maximum force   1.5 eV/A
HOMO level   -7.286 eV
M   676.28 g/mol
HOMO-LUMO gap   7.458 eV

Each line ends with the Löwdin charge.
Geometry (Å):
Rb -1.82437 2.22411 0.46460  1.12
C -3.38501 -0.74192 -3.85629  -0.06
C -2.62246 -1.62284 -2.86419  -0.36
C -1.24463 -2.04233 -3.40065  -0.09
C -0.09367 -1.04927 -3.70257  -0.47
C -0.50945 0.34294 -4.15290  -0.01
C 0.78108 -1.70690 -4.77119  -0.03
N 0.71150 -0.86313 -2.42803  0.09
C 2.03841 -0.18476 -2.53825  -0.10
C 2.97591 -0.60015 -1.41769  -0.17
N 2.42706 -0.45726 -0.08867  -0.14
C 2.31084 0.91234 0.39034  -0.07
C 0.96832 1.60692 0.11408  -0.69
O 0.79076 2.69167 0.67654  -0.10
O 0.11992 1.02043 -0.63960  -0.23
C 2.97629 -1.41813 0.88266  -0.35
C 4.50232 -1.43137 0.92604  -0.04
C 2.40622 -2.81928 0.66255  -0.11
C 0.93034 -3.03463 1.02967  -0.56
C 0.59715 -4.50719 0.81754  -0.04
C 0.72176 -2.66625 2.50998  -0.03
N 0.09392 -2.22102 0.11902  0.01
C -1.31326 -2.07766 0.54332  -0.17
C -2.33039 -2.25705 -0.56904  -0.16
N -2.56886 -1.10636 -1.47945  -0.08
C -3.83970 -0.42544 -1.12649  -0.11
C -3.84590 0.30377 0.22829  -0.77
O -3.54690 -0.36275 1.23995  -0.05
O -4.11946 1.52829 0.19312  -0.26
H -3.18427 -1.08844 -4.87235  0.08
H -3.11383 0.30897 -3.79912  0.07
H -4.45872 -0.81011 -3.69886  0.08
H -3.18650 -2.57551 -2.84839  0.14
H -1.44726 -2.55770 -4.34339  0.12
H -0.82538 -2.81551 -2.74992  0.11
H -1.12673 0.27513 -5.04660  0.09
H 0.37053 0.93735 -4.40384  0.09
H -1.06490 0.86576 -3.37628  0.09
H 0.15272 -1.92488 -5.63332  0.09
H 1.20322 -2.65220 -4.42194  0.10
H 1.58796 -1.06503 -5.11569  0.08
H 0.78098 -1.75588 -1.91920  0.14
H 0.19833 -0.23727 -1.74183  0.11
H 1.83117 0.88347 -2.51928  0.13
H 2.50170 -0.43380 -3.48743  0.11
H 3.91000 -0.02839 -1.55439  0.13
H 3.23546 -1.65012 -1.57517  0.12
H 3.09996 1.56900 -0.00739  0.13
H 2.42910 0.92998 1.47494  0.13
H 2.62235 -1.06947 1.85484  0.13
H 4.92970 -1.88701 0.02914  0.08
H 4.85424 -2.01209 1.77942  0.08
H 4.90761 -0.42236 1.01683  0.08
H 2.99789 -3.51814 1.26169  0.13
H 2.55536 -3.12760 -0.37921  0.11
H 1.15698 -5.14077 1.50825  0.09
H 0.83772 -4.80418 -0.20477  0.08
H -0.46348 -4.69794 0.98298  0.08
H 1.52462 -3.07576 3.12794  0.09
H -0.21604 -3.06148 2.90035  0.08
H 0.70064 -1.58472 2.65519  0.07
H 0.50457 -1.29134 0.11671  0.07
H -1.47212 -1.11949 1.03349  0.10
H -1.54791 -2.82678 1.30060  0.11
H -3.28840 -2.54672 -0.12707  0.12
H -1.99180 -3.10557 -1.17079  0.10
H -4.65575 -1.17036 -1.10259  0.13
H -4.07840 0.32223 -1.87214  0.10
C 1.58062 6.72683 1.72461  -0.04
N 1.20594 5.58635 2.53769  -0.12
C 2.04815 4.89883 3.39193  -0.04
C 1.33676 3.89888 3.93511  -0.04
N 0.05542 3.98293 3.41312  0.01
C -0.03218 5.03952 2.53631  -0.74
S -1.33904 5.59064 1.62213  0.61
C -0.91204 2.95257 3.62108  -0.31
C -2.27506 3.21693 3.57961  -0.06
C -3.13106 2.13230 3.64751  -0.06
C -2.61020 0.85794 3.81483  -0.06
C -1.23992 0.72833 3.93519  -0.12
N -0.39042 1.75272 3.81479  0.14
H 1.22349 7.65378 2.17305  0.09
H 1.13143 6.61802 0.74000  0.07
H 2.66506 6.74660 1.64147  0.09
H 3.07359 5.18700 3.52876  0.12
H 1.60369 3.11707 4.61865  0.12
H -2.63682 4.22460 3.44902  0.07
H -4.19713 2.27773 3.53887  0.13
H -3.24559 -0.01335 3.80781  0.11
H -0.79377 -0.24630 4.09432  0.10

***

6.
# C20H21ClN2O3S

The molecule C20H21ClN2O3S (ωB97M-V/def2-TZVPD, OMol25).

Computed properties:
Maximum force   1.0 eV/A
HOMO level   -7.905 eV
M   404.92 g/mol
HOMO-LUMO gap   8.389 eV
SMILES   O=C(N1CCN(c2ccccc2)CC1)C1(S(=O)(=O)c2ccc(Cl)cc2)CC1

Each line ends with the Löwdin charge.
Geometry (Å):
O 2.04460 -0.63188 0.21183  0.07
C 0.87168 -0.54076 -0.11632  -0.44
N 0.00046 -1.55362 -0.00111  -0.03
C -1.39716 -1.53743 -0.37330  -0.11
C -2.17942 -2.33687 0.69309  -0.13
N -1.53991 -2.25634 1.98230  -0.10
C -1.76981 -1.18346 2.82944  -0.22
C -2.55755 -0.08793 2.46249  -0.05
C -2.80293 0.94014 3.35411  -0.10
C -2.27209 0.91450 4.63095  -0.11
C -1.50379 -0.17254 5.01315  -0.09
C -1.26169 -1.20829 4.13413  -0.03
C -0.25241 -2.92644 1.98687  -0.12
C 0.42103 -2.79822 0.60311  -0.09
C 0.33655 0.72977 -0.70841  -0.39
S 0.04326 0.59686 -2.49267  0.75
O -0.02843 -0.79609 -2.84964  -0.28
O -1.08343 1.42222 -2.84163  -0.29
C 1.52487 1.28632 -3.24386  -0.28
C 1.39829 2.22187 -4.25235  -0.05
C 2.53365 2.72775 -4.86158  -0.09
C 3.77944 2.28116 -4.44264  -0.67
Cl 5.19795 2.90649 -5.19483  0.69
C 3.90425 1.34206 -3.42676  -0.08
C 2.76457 0.83926 -2.82390  -0.03
C 0.88141 2.05736 -0.28474  -0.06
C -0.53021 1.69431 0.04113  -0.07
H -1.74776 -0.50782 -0.43254  0.11
H -1.51765 -1.99080 -1.36307  0.12
H -2.21060 -3.39544 0.41657  0.13
H -3.20826 -1.98566 0.76272  0.12
H -2.98793 -0.02133 1.47574  0.10
H -3.41124 1.77554 3.03792  0.10
H -2.46112 1.72286 5.32019  0.10
H -1.09625 -0.22125 6.01246  0.10
H -0.69110 -2.05917 4.47319  0.11
H -0.38035 -3.98698 2.23872  0.13
H 0.38944 -2.46404 2.73641  0.11
H 1.50633 -2.77891 0.70442  0.12
H 0.13729 -3.62131 -0.05824  0.13
H 0.41050 2.54256 -4.54388  0.12
H 2.45740 3.45791 -5.65158  0.11
H 4.88169 1.01099 -3.11403  0.11
H 2.83859 0.11458 -2.02836  0.11
H 1.61820 2.05773 0.50543  0.12
H 1.05598 2.79282 -1.05681  0.11
H -0.78915 1.45956 1.06484  0.11
H -1.31721 2.16797 -0.52897  0.11